1.
50
Properties=species:S:1:pos:R:3:forces:R:3:lowdin_charge:R:1 method="wB97M-V/def2-TZVPD" smiles="C/C=C/C[C@@H](C)N.O.O.O.O.O.O.O.O.O.O" fmax_ha_per_bohr=0.074 de_lowest_ev=3.871 homo_ev=-8.96 total_charge=0
C 0.08416 1.56564 -3.20392 1.624 0.154 -0.318 -0.0978
C 0.18039 0.63502 -2.04167 0.340 1.291 0.999 -0.1591
C -0.73391 0.02348 -1.29779 2.206 -2.126 1.050 -0.0684
C -0.27820 -0.54817 0.07492 -3.331 1.820 0.445 -0.1513
C -0.38812 0.60759 1.09874 0.975 -0.300 0.794 -0.4088
C -0.46643 0.15134 2.60752 -0.924 -2.179 -1.480 -0.0335
N 0.65395 1.62697 0.94981 -1.723 1.771 1.422 0.0552
H -0.57324 2.42229 -3.06637 -0.311 -0.310 0.215 0.0690
H 1.11772 2.02216 -3.27150 -1.402 -0.625 -0.576 0.0679
H -0.17325 1.01250 -4.08921 -0.153 0.028 -0.718 0.0616
H 1.17909 0.72710 -1.57063 -0.834 -0.129 -0.089 0.0699
H -1.63971 -0.43069 -1.59740 -1.389 0.720 -0.519 0.0700
H -1.01038 -1.28805 0.45738 0.642 1.004 -0.459 0.0614
H 0.63050 -1.03402 0.06419 2.242 -0.779 -0.027 0.0628
H -1.33250 1.09840 0.85028 -0.222 -0.211 0.257 0.0833
H -1.24713 0.74623 3.08989 0.722 0.115 0.561 0.0524
H -0.87954 -0.91688 2.63653 0.347 1.264 -0.018 0.0889
H 0.52477 0.06159 3.08008 -0.479 0.679 0.018 0.0687
H 0.81277 2.09162 1.86665 -0.214 -0.402 -1.017 0.1047
H 1.53651 1.34151 0.65816 1.724 -1.077 -0.567 -0.0040
O -3.46990 2.18723 1.78402 -1.433 -0.460 -0.577 -0.0316
H -3.14229 2.79288 1.12013 0.466 0.278 0.216 0.0258
H -2.84991 2.02955 2.47760 0.872 0.296 0.357 0.0034
O 1.61494 -3.20004 -0.43948 -0.517 -0.101 -1.230 -0.0853
H 1.04625 -2.82695 -1.15833 0.837 0.048 0.890 0.0542
H 1.09656 -4.00471 -0.30559 0.310 0.032 0.332 0.0306
O 2.04028 3.25214 -1.86196 -0.134 0.848 0.700 -0.0568
H 2.77608 3.02192 -1.29110 0.480 -0.525 0.033 0.0205
H 1.54521 3.83350 -1.26174 -0.051 -0.047 -0.525 0.0494
O -1.01068 -3.31435 -0.10298 -0.787 -0.606 0.266 -0.0770
H -1.07546 -3.98560 0.58775 -0.025 -0.076 -0.140 0.0660
H -1.70358 -2.68200 0.16150 -0.197 -0.318 -0.320 0.0001
O -1.17747 3.32564 -0.76628 1.384 -0.334 0.591 -0.0808
H -1.49571 2.57159 -0.26079 -0.631 -0.137 -0.184 -0.0192
H -0.22388 3.10477 -0.57157 -0.895 0.464 -0.337 0.0202
O 3.31325 1.08609 -0.44873 0.246 0.636 -0.183 -0.0609
H 4.15615 0.66581 -0.23887 -0.368 -0.143 0.012 0.0613
H 2.84299 0.57137 -1.10256 0.315 -0.346 -0.336 0.0251
O -3.15005 -2.34849 -2.31411 0.267 -0.125 -0.318 -0.0441
H -2.65542 -3.15617 -2.14294 -0.158 -0.310 0.363 0.0433
H -2.50121 -1.86434 -2.83266 -0.153 0.388 -0.190 0.0403
O -3.54033 -1.79147 0.34795 0.393 -0.183 1.010 -0.0450
H -3.96735 -1.16405 0.93966 -0.016 0.050 -0.160 0.0563
H -3.89679 -1.67959 -0.52786 -0.155 0.108 -0.698 0.0139
O 2.77093 -2.60465 2.38286 1.096 -0.112 0.214 -0.0396
H 2.85138 -3.11469 1.57023 -0.379 0.119 -0.147 0.0309
H 1.87296 -2.32110 2.47127 -0.948 -0.064 -0.167 0.0172
O 3.32787 0.21684 1.96069 0.059 0.301 0.266 -0.0752
H 3.71168 0.09288 2.83796 -0.239 -0.451 -0.240 0.0520
H 2.89605 -0.60963 1.69028 0.521 0.062 0.529 0.0119

2.
51
Properties=species:S:1:pos:R:3:forces:R:3:lowdin_charge:R:1 method="wB97M-V/def2-TZVPD" smiles="CCCCNCC=O.O.O.O.O.O.O.O.O.O.O" fmax_ha_per_bohr=0.045 de_lowest_ev=1.061 homo_ev=-9.99 total_charge=0
C -1.13346 2.30482 -2.63626 0.076 0.175 -0.078 -0.0935
C -0.97383 0.81631 -2.91973 0.068 0.108 -0.168 -0.2488
C 0.44353 0.43306 -3.35077 -0.399 -0.284 0.077 -0.1965
C 1.49173 0.61423 -2.26168 0.284 0.572 -0.136 -0.2097
N 1.33631 -0.22320 -1.06586 0.315 -0.276 -0.398 -0.0743
C 1.34409 -1.64758 -1.33767 -0.453 0.016 0.022 -0.1591
C 1.58073 -2.39090 -0.05514 -0.138 -0.755 -0.019 -0.1839
O 0.94771 -3.36644 0.30061 0.302 0.429 0.005 0.0318
H -0.81219 2.91482 -3.49324 -0.171 -0.178 0.117 0.0834
H -0.54032 2.63300 -1.78672 0.117 -0.080 -0.013 0.0400
H -2.16709 2.54725 -2.40188 -0.168 0.042 -0.110 0.0702
H -1.68747 0.49884 -3.68625 0.118 0.093 -0.078 0.1081
H -1.25881 0.23624 -2.04771 -0.073 -0.137 0.359 0.0812
H 0.72545 1.04330 -4.20443 0.143 0.150 -0.155 0.1117
H 0.41825 -0.59781 -3.71444 0.150 -0.083 -0.006 0.0992
H 2.49135 0.43433 -2.65759 0.099 -0.259 -0.140 0.1193
H 1.50909 1.66138 -1.93314 -0.156 -0.412 -0.026 0.0923
H 0.50226 0.03412 -0.56515 -0.490 0.042 0.122 0.0985
H 2.15361 -1.87879 -2.03656 0.198 0.022 0.131 0.1437
H 0.43245 -2.02075 -1.80314 -0.218 -0.116 -0.018 0.1206
H 2.39614 -2.03467 0.58450 0.131 0.214 0.099 0.1315
O -1.89439 -0.17100 3.87171 0.395 -0.623 0.173 -0.0793
H -1.20717 -0.84312 4.10314 -0.724 0.728 -0.384 0.0575
H -1.98508 -0.24942 2.89873 0.107 -0.173 0.367 0.0162
O 1.83174 0.70942 3.46458 0.006 0.396 -0.115 -0.0701
H 2.15005 0.86821 2.55229 0.051 -0.284 0.397 0.0101
H 1.42985 -0.17103 3.45288 0.072 -0.078 -0.149 0.0081
O -1.10304 2.24318 1.03860 -0.234 0.230 0.249 -0.0952
H -1.83929 2.86302 0.95047 0.168 -0.133 -0.114 0.0855
H -0.85237 2.27927 2.02934 -0.025 0.085 -0.127 0.0241
O 2.79234 0.86504 0.86109 2.071 0.813 0.668 -0.0762
H 3.73176 0.97476 0.57459 -1.161 -0.151 0.453 0.1051
H 2.39180 0.22292 0.26308 -0.438 -0.312 -1.022 -0.0112
O 0.36613 -1.65046 2.85700 -0.075 -0.954 -0.325 -0.0865
H 0.44730 -2.61950 2.69788 -0.116 1.134 0.053 0.0747
H -0.21501 -1.28130 2.14803 0.216 -0.302 0.225 0.0133
O -0.52910 2.18130 3.54102 0.330 -0.361 -0.002 -0.0763
H -1.09621 1.40735 3.78931 0.409 0.308 0.094 0.0272
H 0.40211 1.83042 3.58460 -0.640 0.068 0.109 0.0411
O 1.23807 2.86575 -0.32365 -0.371 -0.123 0.730 -0.1016
H 1.85572 2.29839 0.16508 0.287 0.205 -0.139 -0.0032
H 0.40880 2.65383 0.15935 0.125 0.496 -0.322 -0.0013
O -1.48017 -3.96398 -0.71498 -0.347 -0.384 -0.325 -0.0543
H -1.36426 -4.69231 -1.34058 -0.048 0.275 0.219 0.0713
H -0.61830 -3.81594 -0.29564 0.296 -0.041 -0.031 -0.0012
O -2.96997 -1.71363 -0.69575 -0.080 0.146 0.098 -0.0635
H -3.85088 -1.94770 -0.38356 0.083 0.008 -0.046 0.0629
H -2.47623 -2.55740 -0.76338 -0.082 -0.049 -0.047 0.0023
O -1.39056 -0.39139 1.13959 -0.468 -0.573 -0.752 -0.1016
H -2.04271 -0.77771 0.48637 0.551 0.190 0.470 0.0433
H -1.33044 0.57146 0.96108 -0.093 0.180 0.010 0.0132

3.
51
Properties=species:S:1:pos:R:3:forces:R:3:lowdin_charge:R:1 method="wB97M-V/def2-TZVPD" smiles=CNCCNC(C)C.O.O.O.O.O.O.O.O.O fmax_ha_per_bohr=0.086 de_lowest_ev=4.888 homo_ev=-8.30 total_charge=0
C -0.47517 -1.42345 -2.72009 -2.571 3.627 0.026 -0.1249
N 0.26317 -0.43824 -1.92012 1.522 -0.367 -1.122 -0.1228
C 0.04120 0.99505 -2.32506 -0.280 -0.735 0.425 -0.2068
C 1.14023 1.83447 -1.63863 0.881 1.253 0.225 -0.2112
N 0.88765 1.90478 -0.17926 0.967 -2.060 -0.866 -0.0504
C 1.79360 1.12696 0.68127 -1.225 -1.118 -1.240 -0.4915
C 2.79471 1.95609 1.37098 -0.899 2.765 -0.227 -0.0732
C 0.90120 0.54596 1.75420 -1.051 -1.427 2.064 -0.0887
H -0.43053 -2.39623 -2.36803 0.582 -1.752 0.698 0.0170
H -0.29201 -1.31628 -3.77201 0.531 -0.172 -0.515 0.0680
H -1.54654 -1.08355 -2.58670 0.444 -0.827 -0.541 0.0875
H -0.06465 -0.60449 -0.98736 -0.028 0.529 0.567 0.0714
H 0.18013 1.14711 -3.43081 -0.383 -0.595 0.880 0.1223
H -1.02756 1.20091 -1.98053 1.560 0.575 -0.763 0.0911
H 2.19322 1.37668 -1.88194 -1.939 0.511 0.624 0.1313
H 1.26466 2.89646 -2.02171 -0.673 -1.167 0.070 0.1163
H 0.71429 2.74456 0.31218 -0.101 1.435 -0.434 0.0746
H 2.27465 0.32683 0.02606 -0.708 0.825 0.929 0.1380
H 2.36295 2.98580 1.63113 0.840 -1.088 -0.872 0.1227
H 2.94740 1.58571 2.29933 0.448 -1.493 3.229 0.0294
H 3.76828 1.94558 0.99528 1.429 0.720 -1.340 0.0609
H 0.57635 1.36789 2.49335 0.577 -1.119 -1.121 0.0756
H -0.06888 0.14995 1.33016 1.142 0.161 0.413 0.0738
H 1.41800 -0.27591 2.40765 -0.884 1.375 -1.156 0.1047
O -1.94450 -3.85165 1.39951 -1.053 -1.071 -0.247 -0.0564
H -1.80286 -4.57353 0.75333 0.100 0.787 0.412 0.0591
H -1.11393 -3.40840 1.44782 1.157 0.197 -0.090 0.0141
O 0.08719 -4.02263 -0.60489 -0.273 -0.217 -0.473 -0.0612
H 0.29307 -4.35687 -1.47116 -0.733 -0.410 -0.950 0.0326
H 1.00442 -3.92480 -0.32763 0.378 0.518 1.352 -0.0356
O -3.21151 0.85442 -1.61505 0.385 -2.810 -0.911 -0.0444
H -3.59728 0.66874 -0.77057 -0.441 0.368 0.546 0.0212
H -3.25592 1.74866 -1.86633 -0.259 1.688 0.305 -0.0068
O -2.76531 2.11446 2.63800 -0.649 0.216 3.224 -0.0177
H -2.80310 1.62317 1.87593 0.067 -1.531 -3.629 -0.0241
H -3.17730 1.41948 3.20359 0.495 1.062 0.202 0.0905
O 3.48854 -2.58133 -1.63920 -0.561 -1.680 -1.531 -0.0313
H 2.65817 -2.36214 -2.08638 0.039 0.056 0.056 0.0551
H 3.73126 -1.78664 -1.23213 0.672 1.893 0.941 0.0135
O -3.27979 -1.41855 1.43106 -3.047 -0.221 1.436 -0.0755
H -3.90099 -2.12991 1.79783 0.940 1.777 -0.676 0.0832
H -2.58674 -2.00016 1.22788 1.873 -1.225 -0.819 -0.0549
O 2.40313 -3.66571 0.50058 1.729 -1.448 -1.565 -0.1114
H 2.66986 -2.82128 0.88991 0.226 -0.313 -0.582 0.0501
H 3.02189 -3.91266 -0.31973 -1.551 1.648 2.800 0.1173
O -2.19786 3.01443 -0.74653 0.015 0.947 0.130 -0.0503
H -1.70709 2.67322 0.00475 0.302 -0.279 -0.027 0.0214
H -2.03635 3.96388 -0.71215 -0.050 0.034 0.011 0.0651
O -0.46503 3.78399 2.79971 -0.195 -0.670 -0.346 -0.0829
H 0.04592 3.23721 3.40935 0.010 0.257 0.002 0.0233
H -1.17423 3.16199 2.52317 0.242 0.570 0.478 -0.0094

4.
53
Properties=species:S:1:pos:R:3:forces:R:3:lowdin_charge:R:1 method="wB97M-V/def2-TZVPD" fmax_ha_per_bohr=0.055 de_lowest_ev=0.000 homo_ev=-6.21 total_charge=-1
C 3.05901 -1.37707 -0.16629 -0.196 0.872 0.013 -0.0895
N 1.93155 -1.05013 -1.03155 -0.198 -1.373 -0.028 -0.1533
C 1.30645 0.22431 -0.73264 -0.264 0.763 0.460 -0.1727
C 0.35043 0.01702 0.47166 0.346 0.576 -1.475 -0.1429
C 0.00680 -1.44282 0.31473 -0.095 -1.608 2.306 -0.1385
C 0.82043 -2.06680 -0.81249 0.193 1.677 -1.524 -0.2263
C 0.01123 -2.19435 -2.15523 -0.410 -0.001 0.956 -0.1687
O -1.32744 -1.78509 -1.98750 -0.351 0.133 -0.379 -0.1563
H 3.20439 -2.45125 -0.15747 0.266 -0.069 -0.068 0.0820
H 2.91780 -1.05256 0.88281 -0.055 -0.078 0.024 0.0726
H 3.96163 -0.86992 -0.52614 0.029 -0.220 -0.027 0.0819
H 2.02625 1.02963 -0.56115 0.006 -0.289 -0.028 0.0952
H 0.67127 0.58881 -1.54334 0.142 -0.394 -0.277 0.0851
H -0.47843 0.68647 0.32195 -0.301 -0.115 0.014 0.0532
H 0.78440 0.32769 1.40978 0.124 -0.453 0.195 0.0634
H 0.31622 -1.94719 1.24222 0.015 -0.005 -0.098 0.0988
H -1.05526 -1.67086 0.31636 -0.059 0.136 -0.510 0.0958
H 1.28999 -3.02023 -0.58751 -0.134 -0.061 0.197 0.1254
H -0.05598 -3.24698 -2.44568 0.415 0.032 -0.158 0.1122
H 0.55196 -1.60775 -2.90060 -0.157 -0.075 -0.153 0.1116
H 1.83158 -1.46031 2.54132 -0.013 -0.314 -0.158 -0.0127
H 1.62788 -0.21355 3.34751 -0.072 -0.541 0.184 -0.0015
O 1.40453 -1.17520 3.34993 0.114 0.628 0.286 -0.0824
H -2.59750 -2.71385 -1.22868 -0.272 0.168 0.099 -0.0129
H -3.88896 -2.97313 -0.30539 0.184 0.426 0.177 0.0115
O -3.34367 -3.31063 -1.01177 0.008 -0.681 -0.336 -0.0857
H -3.13643 1.37653 3.35519 0.017 -0.346 -0.281 0.0409
H -3.34654 1.50784 1.81255 0.047 -0.249 0.402 0.0076
O -3.19956 2.00999 2.63421 -0.379 0.543 -0.057 -0.0694
H -1.59466 2.43251 2.03397 0.638 0.201 0.627 -0.0044
H -0.89828 2.48652 0.74540 0.784 0.343 -0.178 -0.0099
O -0.68476 2.59980 1.69357 -0.828 -0.062 -0.283 -0.0950
H -1.60052 -0.92753 -2.44588 0.477 0.016 0.206 0.0388
H -2.58384 1.03203 -3.13610 -0.114 -0.272 -0.195 0.0035
O -1.82004 0.60444 -2.74274 0.227 0.227 0.249 -0.2634
H 3.75551 1.02785 0.61192 0.050 -0.124 -0.362 -0.0011
H 3.78983 2.07384 -0.52415 -0.073 -0.136 -0.031 0.0415
O 3.94648 1.94967 0.41502 0.281 0.244 0.521 -0.0496
H -2.41463 0.25660 -0.48014 -0.184 -0.141 -0.095 0.0285
H -2.75940 1.68231 -0.25520 0.201 -0.260 0.039 0.0397
O -2.95966 0.79834 0.11200 -0.190 0.136 -0.104 -0.0772
H 1.07723 0.69350 -3.88296 0.000 0.002 -0.283 0.0212
H 1.76748 1.70808 -3.06779 0.113 0.211 -0.051 0.0139
O 1.80779 1.32375 -3.95085 -0.218 -0.139 0.278 -0.0664
H 2.77479 1.69261 2.35219 -0.021 0.132 0.110 0.0289
H 1.31700 1.88679 2.72948 0.010 0.029 0.082 0.0440
O 2.14164 1.47413 3.04976 -0.220 0.390 -0.269 -0.0555
H -1.42734 1.52636 -1.96421 0.134 0.382 -0.094 -0.0295
H -1.61838 3.18845 -1.62355 0.196 0.076 -0.060 0.0084
O -1.13023 2.43700 -1.27325 -0.341 -0.307 0.132 -0.2388
H -1.49794 -0.66000 3.02130 0.138 -0.006 -0.416 0.0375
H -2.60565 -0.60244 1.90783 0.419 0.186 -0.092 0.0074
O -2.42643 -0.82320 2.82760 -0.430 -0.213 0.515 -0.0473

5.
51
Properties=species:S:1:pos:R:3:forces:R:3:lowdin_charge:R:1 method="wB97M-V/def2-TZVPD" smiles=CCO.CCO.CCO.O.O.O.O.O.O.O.O fmax_ha_per_bohr=0.036 de_lowest_ev=4.262 homo_ev=-9.91 total_charge=0
C -3.89265 7.55691 17.46386 1.142 0.698 -0.613 -0.0918
C -3.25949 7.30651 18.82030 -0.811 -1.459 -0.509 -0.3591
O -3.71294 8.22951 19.73853 -0.184 1.328 1.040 -0.0687
H -3.53586 6.82825 16.73595 -0.332 -0.143 -0.076 0.0715
H -3.51682 8.52411 17.13016 0.133 0.133 -0.180 0.0706
H -4.97311 7.69661 17.42934 -0.083 -0.598 0.390 0.0704
H -2.17003 7.28876 18.79112 -0.058 0.275 -0.105 0.1169
H -3.59237 6.34397 19.20866 0.336 -0.619 -0.288 0.1061
H -4.64585 8.02100 19.82682 -0.170 0.399 0.356 0.0825
C -11.87995 -0.80713 14.95629 0.501 -1.110 -0.837 -0.0908
C -12.40516 -0.04684 13.77079 1.059 0.297 1.032 -0.3694
O -13.72726 0.23254 14.05594 -1.722 0.451 -0.527 -0.0730
H -12.34659 -1.79007 15.02100 -0.222 0.038 0.155 0.0748
H -12.04216 -0.26395 15.88728 0.229 0.028 -0.139 0.0779
H -10.83444 -1.01118 14.72523 0.277 0.138 0.619 0.0757
H -12.31757 -0.53859 12.80197 0.318 -0.304 0.091 0.1181
H -11.83454 0.88186 13.76875 0.197 0.289 -0.539 0.1042
H -14.08768 0.50208 13.20797 -0.639 0.212 0.177 0.0849
C -3.76123 0.41609 15.72760 0.177 -1.155 0.985 -0.0858
C -4.19053 -0.99786 15.33110 -0.497 0.865 -0.711 -0.3472
O -3.12658 -1.90382 15.45544 0.803 -0.327 -0.149 -0.0740
H -4.56263 1.14635 15.61546 0.077 -0.055 0.041 0.0713
H -2.88185 0.69318 15.14622 -0.131 0.076 -0.065 0.0747
H -3.45229 0.29176 16.76549 0.048 0.742 0.197 0.0694
H -4.47475 -0.85468 14.28859 -0.155 -0.822 -0.335 0.0998
H -5.04014 -1.41189 15.87408 -0.250 0.533 0.106 0.1108
H -3.35678 -2.62405 16.04695 -0.075 0.149 -0.067 0.0816
O -11.20013 3.12164 21.08646 0.294 -0.006 0.008 -0.0509
H -11.74480 3.48835 21.78294 -0.096 0.078 0.207 0.0297
H -11.80327 2.98807 20.35529 -0.178 -0.069 -0.280 0.0225
O -8.05639 8.57863 20.97421 0.232 0.060 -0.043 -0.0518
H -8.42026 7.69355 20.99576 -0.058 -0.272 0.015 0.0283
H -8.82195 9.15201 20.93714 -0.146 0.188 0.012 0.0251
O -7.34128 2.08907 19.88370 0.237 -0.095 0.101 -0.0517
H -8.08493 2.48045 20.34201 -0.263 0.074 0.171 0.0204
H -7.52090 2.24629 18.95676 -0.049 0.040 -0.303 0.0189
O -13.13306 6.49192 13.72727 0.092 -0.048 -0.202 -0.0532
H -14.07101 6.42152 13.90479 -0.250 -0.010 -0.002 0.0281
H -12.73228 6.59245 14.59070 0.175 0.068 0.228 0.0235
O -14.21912 2.83258 17.95003 0.195 0.200 0.185 -0.0546
H -14.22481 2.63262 17.01397 0.029 -0.087 -0.290 0.0256
H -14.91940 2.29176 18.31522 -0.179 -0.143 0.108 0.0315
O -8.97606 3.68687 16.37366 0.268 -0.166 -0.051 -0.0480
H -9.08818 4.54328 16.78625 -0.006 0.292 0.124 0.0297
H -9.86336 3.41608 16.13784 -0.232 -0.110 -0.069 0.0279
O -10.31861 8.15534 17.16977 -0.047 -0.290 -0.048 -0.0545
H -10.85473 8.63288 17.80284 -0.158 0.092 0.162 0.0263
H -9.73805 8.81926 16.79775 0.192 0.149 -0.131 0.0313
O -6.70972 4.16035 12.73514 0.102 -0.116 -0.207 -0.0527
H -7.24149 3.83371 13.46092 -0.157 -0.122 0.246 0.0194
H -6.64739 5.10311 12.88859 0.035 0.229 0.011 0.0277

In eV, the E_LUMO values for the records above are, in order, 0.088, 0.121, 0.166, 2.669, -0.254.